[1]
Density functional theory data (wB97M-V/def2-TZVPD) for one molecule with the formula C7H10N2 at a distorted geometry.

The LUMO energy (alpha / beta) comes out at -0.7 / -0.7 eV. Its net charge is 0. As for the SMILES: CC1(C)CCC(C#N)=N1. As for the energy above the lowest of the compared OMol25 structures with the same formula, charge and spin: 273.8 kJ/mol. For the total energy, the calculation gives -382.14789 Ha. The calculation puts the orbital gap (alpha / beta) at 9.20 / 9.20 eV.

The geometry in XYZ format:
```
19
C7H10N2, DFT wB97M-V/def2-TZVPD
C -3.5156 -0.6862 1.3295
C -2.2743 -0.3630 0.8644
C -1.7954 1.0497 0.7975
C -0.3292 0.9081 0.3186
C -0.0786 -0.5509 -0.0444
C -0.0045 -0.7238 -1.5422
C 1.2734 -0.9113 0.5558
N -4.5702 -0.9255 1.7120
N -1.2326 -1.3643 0.4525
H -2.4434 1.5708 0.0818
H -1.8758 1.5163 1.7384
H -0.0460 1.5904 -0.4243
H 0.2028 1.3430 1.2445
H 0.0303 -1.8928 -1.8447
H 0.8831 -0.1563 -1.8580
H -0.9062 -0.4067 -2.0320
H 1.4033 -1.0015 1.6050
H 1.8933 -0.0524 0.3926
H 1.7204 -1.7227 0.0916
```

[2]
Density functional theory data (wB97M-V/def2-TZVPD) for a 2-piece molecular cluster, C7H10N2 overall at a distorted geometry.

The LUMO energy comes out at 0.2 eV. Its net charge is 0. As for the energy above the lowest of the compared OMol25 structures with the same formula, charge and spin: 685.0 kJ/mol. For the total energy, the calculation gives -381.99126 Ha. The calculation puts the orbital gap at 8.52 eV.

The geometry in XYZ format:
```
19
C7H10N2, DFT wB97M-V/def2-TZVPD
C -0.2870 2.0436 0.1177
C -0.8128 0.7009 -0.0972
C -0.0222 -0.3114 0.0944
C -0.8073 -1.4133 0.1021
C -2.1559 -0.9386 -0.0825
C -2.1986 0.3100 -0.2604
C 1.4012 -0.1002 -0.0047
H 0.5297 2.5222 -0.3485
H -0.9909 2.8853 -0.1608
H -0.0221 2.0309 1.1988
H -0.4762 -2.2626 -0.6281
H -0.9495 -2.0301 1.1696
H -2.7427 -1.7034 -0.0117
H -2.9854 1.1410 0.0271
H 3.1037 -1.3380 -1.0199
H 1.8295 -2.3168 -0.2026
H 3.2064 0.9641 0.1332
N 2.2913 -1.3157 0.1121
N 2.0888 1.1321 -0.1386
```

[3]
Density functional theory data (wB97M-V/def2-TZVPD) for C7H10N2 as an isolated structure at a distorted geometry.

The LUMO energy comes out at 0.9 eV. Its net charge is 0. As for the energy above the lowest of the compared OMol25 structures with the same formula, charge and spin: 606.9 kJ/mol. For the total energy, the calculation gives -382.02100 Ha. The calculation puts the orbital gap at 10.30 eV.

The geometry in XYZ format:
```
19
C7H10N2, DFT wB97M-V/def2-TZVPD
C 3.3473 0.3243 -0.4176
C 2.7339 -0.6529 -0.0599
C 0.4207 0.1977 0.0728
C -1.7012 -0.7406 0.7717
C -1.6597 1.2702 -0.7768
C 1.5700 -1.3172 0.3667
C -0.9652 -0.0159 -0.4144
N 1.2465 1.3247 -0.1517
N 0.7734 1.2319 0.9747
H 3.7992 1.0581 -1.0727
H -1.1767 -0.5323 1.6182
H -1.7832 -1.9095 0.7754
H -2.7109 -0.4513 0.8283
H -1.7913 1.8650 0.1420
H -2.7010 1.0766 -1.1943
H -1.1346 1.8148 -1.5494
H 1.1528 -2.2056 -0.1460
H 1.4778 -1.6298 1.4538
H -0.8978 -0.7082 -1.2210
```

[4]
Density functional theory data (wB97M-V/def2-TZVPD) for one molecule with the formula C7H10N2O at a distorted geometry.

The LUMO energy comes out at 0.8 eV. Its net charge is 0. As for the SMILES: C[C@@H]1OCCn2ccnc21. As for the energy above the lowest of the compared OMol25 structures with the same formula, charge and spin: 214.1 kJ/mol. For the total energy, the calculation gives -457.42723 Ha. The calculation puts the orbital gap at 9.43 eV.

The geometry in XYZ format:
```
20
C7H10N2O, DFT wB97M-V/def2-TZVPD
C -2.4503 0.1602 -1.3363
C -2.1861 0.7020 -0.1263
C -0.3678 -0.2152 -0.8049
C -0.0485 0.9290 1.2263
C 1.3071 1.4070 0.5890
C 1.1132 -0.6570 -0.7100
C 1.1981 -2.0144 0.0737
N -1.2942 -0.4249 -1.7758
N -0.9109 0.5216 0.2097
O 1.9133 0.3136 -0.0828
H -3.3156 0.1328 -1.9739
H -2.9328 1.3434 0.3983
H 0.2280 0.1615 2.0803
H -0.5412 1.7420 1.8572
H 0.9739 2.0964 -0.2245
H 2.0111 1.5656 1.4432
H 1.6374 -0.8009 -1.6698
H 0.7222 -2.0524 0.9967
H 2.2282 -2.1718 0.3697
H 0.7150 -2.7384 -0.5399
```

[5]
Density functional theory data (wB97M-V/def2-TZVPD) for a 2-piece molecular cluster, C7H10N2O overall at a distorted geometry.

The LUMO energy comes out at 0.4 eV. Its net charge is 0. As for the SMILES: c1ccncc1.CC(N)=O. As for the energy above the lowest of the compared OMol25 structures with the same formula, charge and spin: 263.6 kJ/mol. For the total energy, the calculation gives -457.40840 Ha. The calculation puts the orbital gap at 9.28 eV.

The geometry in XYZ format:
```
20
C7H10N2O, DFT wB97M-V/def2-TZVPD
C -1.2240 1.1396 0.3670
C 0.1637 1.2029 0.4757
C 0.7646 0.3605 1.3897
C -0.0418 -0.4593 2.1479
C -1.4243 -0.4235 1.9949
C 0.0752 -0.5098 -2.0698
C 1.5866 -0.4439 -1.7469
H -1.7519 1.7524 -0.3575
H 0.7475 1.8559 -0.1945
H 1.8359 0.3653 1.4487
H 0.4024 -1.2065 2.8346
H -2.0904 -1.0204 2.6287
H -1.6019 -0.2359 -0.8752
H -0.0346 -0.6072 0.0152
H 2.0919 -0.8668 -2.6313
H 1.9804 -1.0162 -0.9562
H 1.7211 0.6469 -1.6789
N -2.0385 0.3895 1.1221
N -0.5798 -0.7039 -0.8516
O -0.5821 -0.2194 -3.0626
```

[6]
Density functional theory data (wB97M-V/def2-TZVPD) for a 2-piece molecular cluster, C7H10N2O overall at a distorted geometry.

The LUMO energy comes out at 0.6 eV. Its net charge is 0. As for the SMILES: C[C@H]1C=C(C#N)[C@H]2N[C@H]21.O. As for the energy above the lowest of the compared OMol25 structures with the same formula, charge and spin: 255.5 kJ/mol. For the total energy, the calculation gives -457.41148 Ha. The calculation puts the orbital gap at 10.11 eV.

The geometry in XYZ format:
```
20
C7H10N2O, DFT wB97M-V/def2-TZVPD
C -1.1445 -1.1725 -1.2365
C -0.5590 -1.1687 0.1753
C 0.8140 -0.5480 0.2952
C 0.8357 0.5199 1.1193
C 1.7752 1.6024 1.0155
N 2.6375 2.3614 0.7995
C -0.4801 0.6280 1.8385
N -1.5751 1.0022 0.9320
C -1.3525 -0.4108 1.2338
H -1.4140 -0.1557 -1.5532
H -0.4025 -1.4965 -1.9780
H -2.0542 -1.7880 -1.2610
H -0.4670 -2.2183 0.5068
H 1.5982 -0.7805 -0.4285
H -0.5189 0.9356 2.8833
H -2.3687 1.3479 1.4673
H -2.1044 -0.9401 1.8209
O 1.8707 0.8208 -2.5665
H 2.3358 0.0663 -2.9407
H 2.5736 1.3944 -2.1229
```

[7]
Density functional theory data (wB97M-V/def2-TZVPD) for one molecule with the formula C7H10N2O2 at a distorted geometry.

As for the expectation value of S²: 2.018. The LUMO energy (alpha / beta) comes out at 0.7 / -2.5 eV. Its net charge is 0. As for the energy above the lowest of the compared OMol25 structures with the same formula, charge and spin: 62.1 kJ/mol. For the total energy, the calculation gives -532.51926 Ha. Its multiplicity is 3. The calculation puts the orbital gap (alpha / beta) at 8.07 / 6.77 eV.

The geometry in XYZ format:
```
21
C7H10N2O2, DFT wB97M-V/def2-TZVPD
C -1.1005 -2.2963 -0.5703
C -1.2280 -0.2789 0.7028
C -2.0550 0.6263 1.4978
C 0.5019 -0.7486 -1.4799
C -3.5238 0.1757 1.7135
C 1.6336 -0.4662 -0.8765
C -0.3033 0.1350 -2.4554
N -1.7060 -1.4139 0.2855
N 0.0034 -2.1082 -1.2210
O 0.5246 -3.0769 -1.9233
O -1.5541 1.5579 2.1135
H -1.5365 -3.3071 -0.6274
H -3.7650 0.2182 2.7279
H -3.6794 -0.8274 1.2551
H -4.2022 0.9478 1.3235
H 2.2433 0.4575 -0.9508
H 2.0005 -1.2420 -0.1751
H -0.2015 -0.0512 0.7784
H 0.3565 0.9447 -2.7376
H -1.1769 0.6213 -1.9304
H -0.5552 -0.4255 -3.3878
```

[8]
Density functional theory data (wB97M-V/def2-TZVPD) for one molecule with the formula C7H10N2O2S at a distorted geometry.

The LUMO energy (alpha / beta) comes out at 0.2 / 0.2 eV. Its net charge is 0. As for the SMILES: CC(=O)c1c(N(C)C)s[nH]c1=O. As for the energy above the lowest of the compared OMol25 structures with the same formula, charge and spin: 266.0 kJ/mol. For the total energy, the calculation gives -930.83764 Ha. The calculation puts the orbital gap (alpha / beta) at 8.61 / 8.61 eV.

The geometry in XYZ format:
```
22
C7H10N2O2S, DFT wB97M-V/def2-TZVPD
C -0.2206 0.9967 0.1387
C -0.2158 -0.4541 0.8061
C -0.7677 1.9412 1.0875
C 0.1895 1.2555 -1.1899
C 0.3277 2.7111 -1.7655
C 0.6315 -2.8642 1.0815
C -0.1189 -1.9361 -1.0357
N -0.8624 1.3529 2.3579
N 0.0117 -1.6855 0.3728
O -1.0417 3.0883 0.9047
O 0.7794 0.4220 -1.8784
S -0.3930 -0.2173 2.5500
H 1.2437 3.1445 -1.6280
H -0.5177 3.3973 -1.4950
H 0.0921 2.4524 -2.7582
H -0.1153 -3.6279 1.0160
H 1.5764 -3.1675 0.5185
H 0.9202 -2.6701 2.0781
H 0.0965 -2.9201 -1.2904
H -1.0459 -1.6422 -1.4089
H 0.6662 -1.4299 -1.5832
H -1.2361 1.8531 3.1215
```

[9]
Density functional theory data (wB97M-V/def2-TZVPD) for a 2-piece molecular cluster, C7H10N2O2S overall at a distorted geometry.

The LUMO energy comes out at 0.6 eV. Its net charge is 0. As for the SMILES: C=C1NC(O)=CS1.CNC=C=O. As for the energy above the lowest of the compared OMol25 structures with the same formula, charge and spin: 453.6 kJ/mol. For the total energy, the calculation gives -930.76618 Ha. The calculation puts the orbital gap at 7.85 eV.

The geometry in XYZ format:
```
22
C7H10N2O2S, DFT wB97M-V/def2-TZVPD
C 0.8893 0.7410 1.0624
C 1.5995 -0.2500 0.5266
C 3.1110 1.4516 0.2426
C 4.1889 2.0419 -0.1233
C -0.8230 0.7090 -1.4247
C -2.6244 1.2720 1.4009
C -1.9078 1.0123 -0.8605
N 2.8396 0.1407 0.0810
N -2.5015 0.3212 0.3370
O 0.1281 0.3731 -1.9936
O 1.2066 -1.5797 0.5313
S 1.6798 2.2795 0.9874
H 4.2415 3.0355 -0.2137
H 5.0888 1.5004 -0.3470
H -2.7025 0.7019 2.2653
H -1.5944 1.8965 1.5350
H -3.5643 1.7882 1.2891
H 1.3893 -1.9227 1.3390
H -2.3997 1.9339 -1.0845
H 3.2103 -0.2892 -0.7960
H -0.0787 0.6403 1.4956
H -1.8103 -0.3279 0.6656
```

[10]
Density functional theory data (wB97M-V/def2-TZVPD) for one molecule with the formula C7H10N2O4S at a distorted geometry.

The LUMO energy comes out at -0.2 eV. Its net charge is 0. As for the SMILES: O=C1O[S@]2(O)#CN1CC[C@H]1CN[C@H]1O2. As for the energy above the lowest of the compared OMol25 structures with the same formula, charge and spin: 415.7 kJ/mol. For the total energy, the calculation gives -1081.19155 Ha. The calculation puts the orbital gap at 9.10 eV.

The geometry in XYZ format:
```
24
C7H10N2O4S, DFT wB97M-V/def2-TZVPD
C 1.8395 -0.2684 1.4430
C 1.6335 -1.4698 -0.6469
C -1.0294 -0.6560 0.7546
C -0.0498 -1.7859 1.1211
C -2.2486 0.8419 -0.7393
C -0.1685 0.8905 -1.1902
C -1.2299 -0.2755 -0.7317
N 1.3068 -1.2507 0.7983
N -1.2478 1.7895 -1.2442
O 2.2708 -0.5327 -1.1905
O 1.2997 -2.4919 -1.1515
O 0.8521 1.2344 -0.1701
O 2.7574 2.1702 1.0753
S 2.4913 0.9164 0.0510
H -1.9532 -1.1775 0.9364
H -0.9607 0.1641 1.3389
H -0.1019 -1.8023 2.2748
H -0.3788 -2.7724 0.6942
H -3.0051 0.7063 -1.4289
H -2.6547 1.1373 0.2561
H 0.4407 0.8659 -2.1307
H -1.3833 -1.2081 -1.3037
H -1.1731 2.7024 -0.8362
H 2.6930 2.2722 2.0202
```

What did the fourth record say?
Density functional theory data (wB97M-V/def2-TZVPD) for one molecule with the formula C7H10N2O at a distorted geometry.

The LUMO energy comes out at 0.8 eV. Its net charge is 0. As for the SMILES: C[C@@H]1OCCn2ccnc21. As for the energy above the lowest of the compared OMol25 structures with the same formula, charge and spin: 214.1 kJ/mol. For the total energy, the calculation gives -457.42723 Ha. The calculation puts the orbital gap at 9.43 eV.

The geometry in XYZ format:
```
20
C7H10N2O, DFT wB97M-V/def2-TZVPD
C -2.4503 0.1602 -1.3363
C -2.1861 0.7020 -0.1263
C -0.3678 -0.2152 -0.8049
C -0.0485 0.9290 1.2263
C 1.3071 1.4070 0.5890
C 1.1132 -0.6570 -0.7100
C 1.1981 -2.0144 0.0737
N -1.2942 -0.4249 -1.7758
N -0.9109 0.5216 0.2097
O 1.9133 0.3136 -0.0828
H -3.3156 0.1328 -1.9739
H -2.9328 1.3434 0.3983
H 0.2280 0.1615 2.0803
H -0.5412 1.7420 1.8572
H 0.9739 2.0964 -0.2245
H 2.0111 1.5656 1.4432
H 1.6374 -0.8009 -1.6698
H 0.7222 -2.0524 0.9967
H 2.2282 -2.1718 0.3697
H 0.7150 -2.7384 -0.5399
```